(1)
ORCA calculation (ωB97M-V/def2-TZVPD) on a structure of composition ClIO2P.

**Lowest unoccupied orbital energy (alpha / beta)**: 3.3 / 3.1 eV
**Total charge**: -1
**Max |F|**: 0.07595 hartree/bohr
**<S²>**: 2.012
**DFT total energy**: -34005.4355 eV
**M**: 225.329 g/mol
**Orbital gap (alpha / beta)**: 6.11 / 7.86 eV
**ΔE to the lowest compared entry with this formula, charge and spin**: 79.58 kcal/mol
**Multiplicity**: 3

```
5
Properties=species:S:1:pos:R:3:forces:R:3
O -2.201 -1.486 -0.227 -3.529 -1.179 -1.186
O 0.117 1.639 -0.848 -0.575 0.815 -0.888
P 0.242 1.074 0.496 -0.032 -0.436 0.620
Cl -0.543 -1.046 0.325 2.112 0.957 1.247
I 2.385 -0.181 0.254 2.025 -0.157 0.207
```
Forces are in eV/Å.


(2)
ORCA calculation (ωB97M-V/def2-TZVPD) on a structure of composition ClN2O6Pt3.

**Lowest unoccupied orbital energy (alpha / beta)**: -12.8 / -14.1 eV
**Total charge**: +3
**Max |F|**: 0.06808 hartree/bohr
**<S²>**: 12.067
**DFT total energy**: -37471.1167 eV
**M**: 744.695 g/mol
**Orbital gap (alpha / beta)**: 7.28 / 5.61 eV
**Multiplicity**: 7

```
12
Properties=species:S:1:pos:R:3:forces:R:3
Pt 1.016 -4.776 -0.038 -0.071 -0.311 -0.078
Pt -0.986 2.601 0.904 -0.682 -0.397 0.081
Pt 5.843 0.657 2.280 0.255 0.089 0.017
N 2.061 -0.403 0.785 -0.496 2.636 -1.380
O 1.199 0.428 1.218 1.555 -0.992 0.121
O 1.599 -1.427 0.388 -2.035 -2.849 -0.001
O 3.206 -0.185 0.506 1.007 1.234 1.336
N -2.845 0.579 -2.275 -0.333 0.210 2.386
O -3.807 -0.071 -1.841 2.184 1.365 -1.614
O -2.616 0.591 -3.527 -0.389 -0.105 1.381
O -2.063 1.239 -1.522 -1.280 -1.245 -1.835
Cl -2.607 0.766 3.123 0.284 0.365 -0.413
```
Forces are in eV/Å.


(3)
ORCA calculation (ωB97M-V/def2-TZVPD) on a structure of composition ClN6O18Zr.

**Lowest unoccupied orbital energy**: 7.1 eV
**Total charge**: -3
**Max |F|**: 0.09494 hartree/bohr
**DFT total energy**: -59581.8054 eV
**M**: 498.701 g/mol
**Orbital gap**: 8.16 eV
**ΔE to the lowest compared entry with this formula, charge and spin**: 0.00 kcal/mol

```
26
Properties=species:S:1:pos:R:3:forces:R:3
Zr -0.390 -0.492 -0.070 -1.200 1.528 -0.663
Cl -2.583 -1.753 -0.675 1.208 0.561 0.611
N 0.828 -1.166 -3.374 2.417 -1.464 -0.855
O 0.188 -1.187 -2.270 -0.841 1.283 1.028
O 0.684 -0.389 -4.310 -1.271 0.529 1.114
O 1.689 -2.064 -3.495 -0.188 -0.095 0.231
N 1.591 2.242 -0.442 0.389 -0.252 0.665
O 0.663 1.418 -0.092 -0.238 -1.435 0.005
O 2.008 2.214 -1.584 0.038 0.139 -0.162
O 2.009 2.975 0.448 0.046 0.213 -0.483
N 1.156 -0.200 3.130 -0.824 0.032 4.812
O 0.656 -0.369 1.997 0.350 -0.810 -1.851
O 0.709 0.687 3.883 -0.058 0.619 -1.632
O 1.941 -0.997 3.701 0.264 -0.318 -2.409
N 0.952 -3.566 0.844 -0.795 -0.675 0.838
O 0.272 -4.019 1.758 0.002 0.155 0.038
O 0.472 -2.560 0.197 0.056 1.548 -0.676
O 2.001 -4.086 0.499 0.180 0.556 -0.401
N -1.448 2.002 -2.301 0.545 0.804 0.457
O -1.460 1.004 -1.508 -0.233 -1.403 0.199
O -1.484 3.126 -1.790 -0.062 -0.001 -0.142
O -1.413 1.838 -3.514 -0.234 -0.330 0.052
N -2.257 1.356 2.234 -0.660 -0.602 2.574
O -1.711 0.777 1.252 0.521 -0.202 -1.759
O -2.636 2.527 2.223 0.545 -0.131 -1.312
O -2.435 0.682 3.257 0.043 -0.250 -0.278
```
Forces are in eV/Å.


(4)
ORCA calculation (ωB97M-V/def2-TZVPD) on a cluster of 2 separate species, ClNO4S in total.

**Lowest unoccupied orbital energy (alpha / beta)**: -2.1 / -2.1 eV
**Max |F|**: 0.08252 hartree/bohr
**DFT total energy**: -33031.8873 eV
**M**: 145.523 g/mol
**Orbital gap (alpha / beta)**: 8.90 / 8.90 eV
**ΔE to the lowest compared entry with this formula, charge and spin**: 42.95 kcal/mol

```
7
Properties=species:S:1:pos:R:3:forces:R:3
N 0.663 -0.950 -0.991 2.205 -2.103 2.953
O 0.302 -1.275 0.102 -0.592 -0.307 -2.010
O 0.147 -0.280 -1.853 -1.334 1.323 -2.297
O 0.065 1.195 0.445 0.650 1.916 -1.738
O 0.696 0.432 2.666 0.197 -0.049 0.112
S -0.277 0.534 1.629 -1.076 -0.558 2.400
Cl -1.596 0.345 -1.999 -0.051 -0.221 0.580
```
Forces are in eV/Å.


(5)
ORCA calculation (ωB97M-V/def2-TZVPD) on a structure of composition ClNO7Rb4.

**Lowest unoccupied orbital energy**: -5.6 eV
**Total charge**: +2
**Max |F|**: 0.09639 hartree/bohr
**DFT total energy**: -30940.9596 eV
**M**: 503.325 g/mol
**Orbital gap**: 4.66 eV
**ΔE to the lowest compared entry with this formula, charge and spin**: 48.05 kcal/mol

```
13
Properties=species:S:1:pos:R:3:forces:R:3
Rb -3.701 -3.731 -3.223 -0.096 0.297 -0.030
Rb -11.116 -0.157 -4.993 0.296 0.236 0.085
Rb -13.357 -0.722 2.779 0.234 0.027 -0.009
Rb -4.685 -5.439 3.669 -0.166 0.162 0.011
Cl -6.092 3.136 -3.389 2.046 0.924 0.592
O -6.228 2.584 -4.733 -0.370 -1.406 0.806
O -7.341 3.030 -2.637 0.225 0.333 -0.937
O -5.056 2.499 -2.534 -1.118 -0.269 -1.499
O -5.623 4.484 -3.648 -0.995 0.024 0.956
N -8.420 -2.320 0.605 2.173 3.681 -2.510
O -8.942 -1.575 -0.293 -0.829 -1.547 0.303
O -8.606 -2.047 1.768 -1.477 -0.655 2.555
O -7.436 -3.013 0.285 0.077 -1.807 -0.323
```
Forces are in eV/Å.


(6)
ORCA calculation (ωB97M-V/def2-TZVPD) on a structure of composition ClO4PY3.

**Lowest unoccupied orbital energy**: -22.1 eV
**Total charge**: +5
**Max |F|**: 0.09319 hartree/bohr
**DFT total energy**: -33059.4547 eV
**M**: 397.141 g/mol
**Orbital gap**: 2.31 eV
**ΔE to the lowest compared entry with this formula, charge and spin**: 35.07 kcal/mol

```
9
Properties=species:S:1:pos:R:3:forces:R:3
Y 0.882 -2.493 -4.697 0.126 -0.259 -0.410
Y -1.276 1.437 -1.063 0.378 1.398 3.882
Y 1.038 -1.824 -0.113 -0.241 0.821 1.389
P -0.106 0.832 1.744 0.268 1.054 3.544
O 1.323 0.812 2.413 -3.451 -0.323 -2.132
O -0.148 0.002 0.361 1.361 -3.286 -3.211
O -0.808 2.040 1.049 -0.049 -0.023 -1.747
O -1.001 0.042 2.718 1.525 0.804 -0.792
Cl 0.095 -0.847 -2.412 0.082 -0.185 -0.522
```
Forces are in eV/Å.